Entry 1:
DFT (the ωB97M-V functional and the def2-TZVPD basis) results for a structure of composition C21H29KN8O4SbSe6.

The total charge is -1. For the HOMO energy, the calculation gives -0.179 Eh. The energy above the lowest of the compared OMol25 structures with the same formula, charge and spin comes out at 0.0 kcal/mol. As for the orbital gap: 6.750 eV.

Element x y z (Å)
K: -0.3658 0.3678 -0.0006
Se: -1.0773 2.6639 3.9824
Se: 0.0323 3.6817 2.2436
C: -1.0583 3.2671 0.7101
C: -2.4275 3.0221 0.7381
C: -3.0611 2.7900 -0.4643
C: -2.3230 2.7947 -1.6417
C: -0.9626 3.0378 -1.5670
N: -0.3388 3.2705 -0.4085
C: -0.0371 1.0232 4.0605
C: -0.6755 -0.1464 4.4305
C: 0.0825 -1.3072 4.4808
C: 1.4264 -1.2447 4.1598
C: 1.9619 -0.0157 3.8011
N: 1.2484 1.1083 3.7649
H: -2.9518 2.9861 1.6815
H: -4.1249 2.5891 -0.4826
H: -2.7843 2.5957 -2.5994
H: -0.3227 3.0072 -2.4419
H: -1.7427 -0.1597 4.6056
H: -0.3876 -2.2530 4.7151
H: 2.0449 -2.1315 4.1323
H: 3.0044 0.0582 3.5109
N: 2.4547 1.5610 0.1090
C: 3.0782 0.9884 -1.0882
C: 4.2727 1.7848 -1.6072
C: 4.7869 1.4491 -3.0103
C: 5.0334 -0.0309 -3.3225
N: 3.8161 -0.8263 -3.4706
C: 2.8955 -0.6485 -4.3954
N: 1.7047 -1.2358 -4.2510
N: 3.1719 0.0728 -5.5116
C: 1.9206 0.8122 -2.0882
O: 1.7621 1.6131 -3.0280
O: 1.1859 -0.1924 -1.8374
H: 2.0994 2.4906 -0.0950
H: 3.0945 1.6049 0.8932
H: 3.4036 -0.0210 -0.8192
H: 5.0797 1.6719 -0.8753
H: 3.9886 2.8415 -1.6140
H: 5.7346 1.9705 -3.1684
H: 4.0724 1.8594 -3.7271
H: 5.5871 -0.5155 -2.5157
H: 5.6478 -0.1298 -4.2234
H: 3.6805 -1.5867 -2.7950
H: 1.3285 -1.1017 -3.2800
H: 1.0323 -1.0305 -4.9725
H: 4.0386 0.5813 -5.5027
H: 2.3929 0.6054 -5.8623
C: -4.1434 -0.6347 -1.2263
C: -3.0910 -1.5711 -1.7091
N: -1.7998 -1.4153 -1.5746
C: -1.2133 -2.5279 -2.1298
C: -2.1673 -3.3676 -2.6140
N: -3.3681 -2.7436 -2.3448
H: -3.7430 -0.0694 -0.3841
H: -5.0232 -1.1815 -0.8818
H: -4.4569 0.0543 -2.0153
H: -0.1444 -2.6677 -2.1047
H: -2.1110 -4.3328 -3.0848
H: -4.2845 -3.1095 -2.5263
Se: 2.2997 -4.2486 1.6280
Sb: 3.9339 -2.7628 0.5027
Se: 5.4410 -1.4732 1.8404
Se: 4.5148 -3.5284 -1.7079
Se: 1.5475 -2.0879 0.7436
O: -2.3758 0.1282 1.5214
C: -2.3082 -1.0610 1.9364
O: -1.4176 -1.8915 1.7065
H: -3.1598 -1.3895 2.5850

Here are the Mulliken charges for atoms 1 to 4, given in e: atom 1 (K): 1.229, atom 2 (Se): -0.149, atom 3 (Se): -0.077, atom 4 (C): -0.004

Entry 2:
DFT (the ωB97M-V functional and the def2-TZVPD basis) results for a structure of composition C2H14O4S at a distorted geometry.

For the HOMO energy, the calculation gives -0.332 Eh. The energy above the lowest of the compared OMol25 structures with the same formula, charge and spin comes out at 239.3 kcal/mol. As for the orbital gap: 3.401 eV.

Element x y z (Å)
C: 1.0170 -0.4520 -0.3352
S: -0.0773 -1.8474 -0.2832
C: -1.6044 -1.0110 -0.2463
H: 1.9501 -0.9797 -0.4881
H: 0.9070 -0.0045 0.6662
H: 0.7759 0.2585 -1.1418
H: -1.5366 0.0496 -0.1816
H: -2.2440 -1.2276 -1.1120
H: -2.1953 -1.3297 0.6084
H: -1.3175 1.2436 -3.0300
H: -0.3525 3.3941 -0.4751
O: 0.1954 2.9099 -1.0979
H: -0.2996 2.1507 -1.6429
H: -1.2484 0.5332 3.0972
O: -0.7485 0.2657 2.3198
H: 2.3369 0.3179 -3.5933
H: 2.1302 -0.2002 -3.1014
O: -0.7327 1.0301 -2.2923
H: 1.8566 -0.0084 3.5342
H: 0.3408 0.2831 2.5454
O: 1.6158 0.1950 2.6238

Here are the Mulliken charges for atoms 1 to 4, given in e: atom 1 (C): -0.099, atom 2 (S): 0.268, atom 3 (C): -0.731, atom 4 (H): 0.351

Entry 3:
DFT (the ωB97M-V functional and the def2-TZVPD basis) results for the molecule C5H10NO at a distorted geometry.

For the HOMO energy (spin up / spin down), the calculation gives -0.359 / -0.359 Eh. The energy above the lowest of the compared OMol25 structures with the same formula, charge and spin comes out at 28.3 kcal/mol. As for the orbital gap (spin up / spin down): 10.816 / 8.261 eV. The spin multiplicity is 2.

Element x y z (Å)
C: 2.2154 0.4983 0.9418
O: 2.9465 -0.1181 1.8810
C: 0.7208 0.0032 1.0544
C: -0.1222 0.6176 -0.0536
C: -1.4306 -0.1490 -0.2715
C: -2.3915 -0.9054 -2.1978
N: -2.0316 0.1174 -1.5724
H: 2.5699 0.4481 -0.1049
H: 2.1885 1.5949 1.0743
H: 0.7304 -1.0745 0.9060
H: 0.5391 0.3703 2.0566
H: -0.3556 1.6779 0.1126
H: 0.4596 0.7532 -0.9729
H: -1.1426 -1.1962 -0.0911
H: -2.1924 0.1266 0.4573
H: -3.0870 -0.8877 -3.0386
H: -1.9255 -1.8929 -2.0881

Here are the Mulliken charges for atoms 1 to 4, given in e: atom 1 (C): -0.525, atom 2 (O): -0.358, atom 3 (C): -0.345, atom 4 (C): -0.685

Entry 4:
DFT (the ωB97M-V functional and the def2-TZVPD basis) results for a structure of composition C48H57N4PTi at a distorted geometry.

The total charge is -1. For the HOMO energy (spin up / spin down), the calculation gives -0.060 / -0.143 Eh. The energy above the lowest of the compared OMol25 structures with the same formula, charge and spin comes out at 54.1 kcal/mol. As for the orbital gap (spin up / spin down): 4.013 / 6.269 eV. The spin multiplicity is 2.

Element x y z (Å)
Ti: 0.1918 1.0297 0.2470
N: -0.3536 -1.4776 1.1247
C: 0.6104 -2.4556 1.3274
C: 0.3612 -3.6004 2.0761
C: 1.3547 -4.5470 2.2566
C: 2.6086 -4.3582 1.6950
C: 2.8546 -3.2429 0.9185
C: 1.8574 -2.2955 0.7004
P: 2.0970 -0.8512 -0.4054
C: 3.7927 -0.4154 0.1350
C: 3.8714 0.4829 1.2024
C: 5.0854 0.7616 1.7932
C: 6.2407 0.1385 1.3404
C: 6.1706 -0.7553 0.2814
C: 4.9583 -1.0324 -0.3197
C: 2.3994 -1.7967 -1.9508
C: 1.6245 -2.9344 -2.2056
C: 1.6958 -3.5806 -3.4215
C: 2.5105 -3.0883 -4.4348
C: 3.2630 -1.9435 -4.2047
C: 3.2030 -1.3007 -2.9848
H: -1.2410 -1.7249 1.5553
H: -0.0446 -0.5287 1.4543
H: -0.6147 -3.7395 2.5238
H: 1.1599 -5.4260 2.8529
H: 3.3865 -5.0928 1.8516
H: 3.8265 -3.1037 0.4693
H: 2.9529 0.9588 1.5445
H: 5.1339 1.4650 2.6124
H: 7.1875 0.3531 1.8139
H: 7.0665 -1.2458 -0.0748
H: 4.9217 -1.7222 -1.1524
H: 0.9775 -3.3191 -1.4268
H: 1.1087 -4.4741 -3.5872
H: 2.5438 -3.5882 -5.3935
H: 3.9001 -1.5501 -4.9871
H: 3.7911 -0.4101 -2.8171
C: -6.1526 0.7845 0.0274
C: -4.6641 0.6459 0.1092
C: -3.8776 0.1968 -0.9600
C: -2.5088 0.1682 -0.8587
N: -1.8253 0.5799 0.2447
C: -2.5915 0.9512 1.3034
C: -3.9590 0.9812 1.2827
H: -6.5030 0.6547 -0.9957
H: -6.4642 1.7709 0.3781
H: -6.6501 0.0423 0.6562
H: -4.3477 -0.1189 -1.8804
H: -1.8988 -0.1913 -1.6846
H: -2.0517 1.2421 2.1990
H: -4.4942 1.2794 2.1728
C: -2.6071 3.2977 -1.5423
C: -1.9003 4.3852 -0.7328
C: -1.8503 4.0556 0.7576
C: -0.5148 4.6156 -1.2989
C: -0.2194 5.8950 -1.7195
C: 0.9673 6.2137 -2.3583
C: 1.8141 5.1716 -2.6927
C: 1.5640 3.8700 -2.3077
C: 2.5016 2.8075 -2.8479
C: 3.4523 2.3308 -1.7523
C: 1.7271 1.6483 -3.4764
C: 0.4470 3.5490 -1.4531
N: 0.3068 2.3521 -0.9035
H: -3.5802 3.0458 -1.1209
H: -1.9787 2.4095 -1.5496
H: -2.7511 3.6253 -2.5719
H: -2.4742 5.3155 -0.8587
H: -1.1437 3.2356 0.9245
H: -2.8347 3.7772 1.1327
H: -1.5093 4.9219 1.3190
H: -0.9519 6.6782 -1.5541
H: 1.1984 7.2356 -2.6271
H: 2.6961 5.3791 -3.2922
H: 3.1039 3.2688 -3.6462
H: 2.8627 1.8944 -0.9424
H: 4.0160 3.1763 -1.3629
H: 4.1631 1.5945 -2.1267
H: 1.1966 1.0957 -2.6949
H: 2.3918 0.9712 -4.0100
H: 0.9961 2.0375 -4.1836
C: 2.0846 4.0774 1.3079
C: 1.7635 4.0823 2.7980
C: 2.8813 3.4151 3.6148
C: 0.4605 3.4076 3.1781
C: -0.4476 4.1404 3.9105
C: -1.4427 3.5334 4.6651
C: -1.3275 2.1703 4.8648
C: -0.4608 1.3885 4.1214
C: -0.2336 -0.0279 4.6309
C: 1.1191 -0.6044 4.2076
C: -1.4172 -0.9517 4.3114
C: 0.2511 1.9778 3.0086
N: 0.6528 1.2818 1.9594
H: 1.4206 4.7635 0.7852
H: 3.1153 4.3889 1.1335
H: 1.9306 3.0716 0.9041
H: 1.7066 5.1287 3.1330
H: 2.9324 2.3549 3.3809
H: 2.6750 3.5222 4.6792
H: 3.8497 3.8710 3.4072
H: -0.3547 5.2212 3.9348
H: -2.1889 4.1137 5.1870
H: -1.9177 1.6972 5.6418
H: -0.1998 0.0494 5.7301
H: 1.2706 -0.5296 3.1328
H: 1.2169 -1.6473 4.5094
H: 1.9181 -0.0357 4.6825
H: -1.6407 -0.9573 3.2494
H: -2.3092 -0.5933 4.8243
H: -1.2147 -1.9716 4.6426

Here are the Mulliken charges for atoms 1 to 4, given in e: atom 1 (Ti): -0.613, atom 2 (N): 0.425, atom 3 (C): 0.426, atom 4 (C): -0.376

Entry 5:
DFT (the ωB97M-V functional and the def2-TZVPD basis) results for the molecule C2H3ClS2 at a distorted geometry.

For the HOMO energy, the calculation gives -0.328 Eh. The energy above the lowest of the compared OMol25 structures with the same formula, charge and spin comes out at 20.5 kcal/mol. As for the orbital gap: 8.376 eV.

Element x y z (Å)
C: -1.4679 0.6664 0.1121
C: 1.0264 1.3785 0.8473
S: -2.7883 0.9317 -0.7788
S: -0.7605 1.7500 1.2290
Cl: 1.4964 1.3558 -0.8110
H: -0.9256 -0.3374 -0.0319
H: 1.5591 2.2020 1.3383
H: 1.5908 0.4949 1.3995

Here are the Mulliken charges for atoms 1 to 4, given in e: atom 1 (C): -0.173, atom 2 (C): -0.481, atom 3 (S): -0.200, atom 4 (S): 0.038

Entry 6:
DFT (the ωB97M-V functional and the def2-TZVPD basis) results for a structure of composition C13H16FeNO3 at a distorted geometry.

The total charge is +1. For the HOMO energy (spin up / spin down), the calculation gives -0.345 / -0.429 Eh. The energy above the lowest of the compared OMol25 structures with the same formula, charge and spin comes out at 8.5 kcal/mol. As for the orbital gap (spin up / spin down): 6.402 / 6.239 eV. The spin multiplicity is 5.

Element x y z (Å)
O: 4.6964 4.6141 1.4097
C: 3.7960 4.0140 0.9704
Fe: 2.8308 2.6272 0.7440
C: 4.0697 1.4592 0.5158
O: 4.8896 0.6391 0.6427
C: 2.7499 2.0969 2.4304
O: 2.9979 1.8469 3.5456
C: -0.4992 -0.2492 0.0200
C: -1.0303 0.9414 0.8186
C: -0.4483 2.0952 1.2630
C: 0.6188 2.9275 0.6956
C: 1.1682 2.5834 -0.5538
C: 1.6082 1.1970 -0.7384
C: 1.0471 0.0838 -0.1516
H: -0.5232 -1.1652 0.6793
H: -2.0555 0.8608 1.1757
H: -0.8912 2.5469 2.1919
H: 0.5876 3.9556 1.0862
H: 1.1055 3.2646 -1.4161
H: 2.2713 1.0804 -1.6212
H: 1.7485 -0.7044 0.2570
C: -3.0424 -4.4559 -0.8044
C: -2.8216 -3.1105 -1.5271
C: -1.7933 -2.2685 -0.7689
N: -1.4319 -0.7484 -1.0872
H: -3.7545 -5.0799 -1.3440
H: -2.1311 -5.0596 -0.7144
H: -3.4488 -4.3395 0.2072
H: -2.4434 -3.3170 -2.5351
H: -3.7723 -2.5627 -1.5722
H: -2.1222 -2.2239 0.2596
H: -0.8353 -2.7760 -0.7555
H: -2.3010 -0.1660 -1.3328
H: -0.8402 -0.6072 -1.9900

Here are the Mulliken charges for atoms 1 to 4, given in e: atom 1 (O): -0.280, atom 2 (C): 0.225, atom 3 (Fe): 0.236, atom 4 (C): 0.232